Molecular formula: C4H6O2
Method: DFT, ωB97M-V/def2-TZVPD

- Relative energy (zero: lowest compared OMol25 entry of this formula, charge and spin): 242.4 kJ/mol
- Orbital gap: 10.8 eV
- DFT total energy: -306.41397 Eh
- E_LUMO: 1.1 eV
- SMILES: C1O[C@H]2C[C@H]2O1

```
12
Properties=species:S:1:pos:R:3:forces:R:3:lowdin_charge:R:1
C 0.735 -0.730 -1.266 -0.18 0.66 0.07 -0.22
O -0.652 -0.770 -1.009 -0.73 0.01 0.81 -0.05
C -0.922 0.297 -0.109 -1.05 0.45 0.10 -0.23
C -0.608 0.045 1.368 1.10 -1.06 -0.62 -0.02
C 0.367 0.735 0.445 2.08 -0.85 0.18 -0.20
O 1.367 -0.181 -0.152 -0.90 1.28 1.16 -0.06
H 0.847 -0.083 -2.130 0.47 0.06 -0.46 0.13
H 1.153 -1.714 -1.394 -0.15 -0.44 -0.34 0.13
H -1.759 0.986 -0.379 0.89 -0.79 0.04 0.16
H -0.965 0.640 2.160 -0.93 0.97 0.40 0.08
H -0.357 -0.944 1.767 -0.03 0.18 -0.78 0.12
H 0.795 1.717 0.700 -0.55 -0.47 -0.55 0.16
```
Forces are in eV/Å.

Molecular formula: C29H24CoF6N5O8PS2Se3
Method: DFT, ωB97M-V/def2-TZVPD

- Relative energy (zero: lowest compared OMol25 entry of this formula, charge and spin): 208.7 kJ/mol
- Orbital gap (alpha / beta): 4.4 / 4.4 eV
- Multiplicity: 4
- DFT total energy: -12319.17034 Eh
- Charge: -2
- E_LUMO (alpha / beta): 2.7 / 2.7 eV

```
79
Properties=species:S:1:pos:R:3:forces:R:3:lowdin_charge:R:1
Co 1.824 -0.286 0.486 0.52 0.51 0.80 0.75
F 5.214 2.755 -2.938 -0.06 -0.35 -0.91 0.16
C 5.160 2.206 -1.746 0.10 0.34 1.41 -0.65
F 6.377 1.725 -1.418 -0.65 -0.05 -0.36 0.12
F 4.895 3.199 -0.894 -0.27 -0.34 0.20 0.13
S 3.909 0.780 -1.620 -0.61 -0.91 -0.02 0.66
O 3.608 0.625 -0.188 0.79 0.51 -1.32 -0.36
O 4.623 -0.272 -2.289 -0.26 0.62 0.31 -0.27
N 2.617 1.160 -2.496 0.30 0.25 -0.16 -0.29
S 1.203 1.639 -1.989 1.42 0.71 4.53 0.65
O 1.006 1.292 -0.524 0.06 0.42 -2.85 -0.37
O 0.104 1.472 -2.846 -0.34 -0.75 -1.23 -0.22
C 1.293 3.509 -1.883 -0.44 0.27 1.59 -0.62
F 0.143 3.907 -1.300 0.21 -0.11 -0.78 0.12
F 1.406 4.039 -3.095 0.05 0.05 0.07 0.14
F 2.252 4.012 -1.072 0.04 -0.71 -0.97 0.12
Se -3.093 1.833 1.033 -0.33 -1.19 -0.48 0.10
P -3.695 0.450 -0.630 2.17 1.41 0.92 0.06
Se -2.564 -1.324 -1.138 -0.53 -0.06 0.37 0.11
C -5.434 0.250 -0.267 -2.22 0.17 0.46 -0.42
C -6.440 1.275 -0.430 1.94 -0.47 -0.07 -0.09
C -7.655 1.159 0.224 -0.53 -0.04 -0.75 -0.12
C -7.834 0.153 1.160 0.05 -0.35 -0.17 -0.12
C -6.872 -0.839 1.335 -0.67 -0.65 1.03 -0.12
C -5.759 -0.864 0.544 1.71 -0.52 -0.92 -0.15
C -3.487 1.507 -2.086 0.53 0.80 0.44 -0.46
C -2.621 2.632 -2.056 0.02 -0.64 -1.02 -0.14
C -2.546 3.456 -3.175 0.08 0.17 0.13 -0.10
C -3.360 3.235 -4.281 -0.17 -0.11 -0.87 -0.11
C -4.112 2.074 -4.325 -0.42 -0.59 -0.07 -0.11
C -4.141 1.184 -3.243 -0.69 0.64 -0.69 -0.13
H -6.180 2.201 -0.980 -0.23 -0.82 0.12 0.11
H -8.518 1.772 -0.107 0.78 -0.07 0.66 0.10
H -8.770 0.093 1.673 -0.39 -0.02 0.43 0.08
H -6.945 -1.631 2.121 -0.38 0.73 -0.84 0.11
H -5.081 -1.777 0.562 -0.62 1.54 0.09 0.09
H -1.877 2.756 -1.279 -0.61 0.04 0.30 0.03
H -1.821 4.266 -3.219 -0.15 -0.07 0.23 0.10
H -3.377 3.898 -5.173 0.21 -0.39 0.85 0.10
H -4.704 1.807 -5.199 0.13 0.23 0.02 0.09
H -4.758 0.288 -3.287 0.14 0.08 -0.05 0.10
Se 2.717 1.339 3.512 0.07 -0.23 -0.82 0.45
C 3.214 3.162 3.279 0.03 -1.99 0.39 -0.74
C 3.588 3.758 4.475 0.36 2.07 -0.57 -0.19
C 3.859 5.133 4.419 -1.06 -0.03 0.31 -0.19
N 3.656 5.871 3.312 0.79 -0.03 0.15 -0.01
C 3.410 5.229 2.160 0.39 -0.34 1.00 -0.18
C 3.244 3.855 2.074 -0.36 0.72 0.29 -0.12
H 3.579 3.134 5.351 0.24 0.24 0.34 0.05
H 4.083 5.740 5.318 0.03 -0.55 -0.40 0.09
H 3.393 5.884 1.316 -0.25 0.14 -0.71 0.08
H 3.013 3.363 1.145 0.01 -0.10 -0.09 0.07
O 1.917 -2.976 1.682 0.87 -0.08 -2.33 0.00
C 2.308 -3.033 0.484 -1.21 2.18 0.95 -0.50
O 2.417 -1.984 -0.342 -0.45 -2.26 1.74 -0.13
C 2.663 -4.377 -0.070 0.34 0.03 -1.25 -0.10
C 2.937 -5.431 0.803 0.00 -0.16 -1.37 0.00
C 3.501 -6.582 0.252 0.30 -1.44 0.35 -0.07
C 3.648 -6.787 -1.134 -0.03 0.20 1.82 -0.02
C 3.257 -5.755 -1.959 -0.10 -0.19 -0.06 -0.15
C 2.782 -4.543 -1.471 0.02 -0.60 0.99 0.09
N 3.376 -6.016 -3.399 -0.07 1.35 -0.85 -0.32
O 3.729 -7.150 -3.728 -0.50 1.37 -0.39 0.04
O 3.150 -5.045 -4.154 0.46 -2.34 0.95 0.07
H 2.599 -5.345 1.821 0.52 0.12 0.35 0.11
H 3.843 -7.426 0.909 -0.58 0.94 -0.55 0.11
H 4.016 -7.748 -1.481 -0.02 0.43 -0.17 0.11
H 2.416 -3.788 -2.134 0.21 0.48 -0.22 0.13
C -0.943 -2.082 4.606 0.94 1.97 -0.01 -0.03
N -0.736 -2.038 3.171 0.11 -0.50 0.17 -0.18
C -1.411 -2.960 2.266 -1.25 1.76 -0.87 -0.03
C -0.047 -1.081 2.638 1.96 1.87 -2.14 -0.22
N 0.590 -0.310 2.008 -2.29 -2.11 1.41 0.10
H -1.209 -3.065 4.937 0.31 -0.62 0.13 0.07
H -1.790 -1.422 4.805 0.04 0.05 0.54 0.09
H 0.009 -1.649 5.063 -1.41 -0.82 -0.13 0.12
H -2.184 -2.399 1.654 0.73 -0.73 0.64 0.06
H -1.876 -3.707 2.863 -0.39 -0.70 0.40 0.07
H -0.706 -3.382 1.585 0.55 -0.41 -0.40 0.07
```
Forces are in eV/Å.

Molecular formula: C5H9NO
Method: DFT, ωB97M-V/def2-TZVPD

- Relative energy (zero: lowest compared OMol25 entry of this formula, charge and spin): 190.7 kJ/mol
- Orbital gap: 10.6 eV
- DFT total energy: -325.86494 Eh
- E_LUMO: 1.1 eV

```
16
Properties=species:S:1:pos:R:3:forces:R:3:lowdin_charge:R:1
C -1.292 -0.145 1.255 0.05 0.03 0.03 -0.06
C -1.110 0.074 -0.226 -0.08 -0.23 0.08 -0.35
N -0.866 1.438 -0.693 -0.15 0.18 -0.18 0.04
C 0.190 0.435 -0.851 0.20 -0.12 -0.08 -0.37
C 1.462 0.683 -0.073 0.00 0.04 0.06 -0.07
C 1.498 -2.489 -0.759 0.04 -0.48 1.29 0.03
O 1.541 -2.772 0.341 -0.07 0.27 -1.33 0.03
H -0.628 0.503 1.833 -0.09 -0.09 -0.09 0.07
H -2.322 0.075 1.555 0.14 -0.03 -0.05 0.07
H -1.075 -1.188 1.516 -0.03 0.15 -0.02 0.07
H -1.768 -0.537 -0.847 0.13 0.09 0.08 0.13
H -1.343 1.617 -1.571 0.04 -0.03 0.10 0.09
H 0.340 0.031 -1.854 -0.02 0.12 0.17 0.12
H 1.267 1.371 0.753 0.02 -0.07 -0.10 0.08
H 2.218 1.139 -0.721 -0.11 -0.02 0.10 0.08
H 1.889 -0.234 0.342 -0.08 0.18 -0.07 0.04
```
Forces are in eV/Å.

Molecular formula: C2H5NO2S
Method: DFT, ωB97M-V/def2-TZVPD

- Relative energy (zero: lowest compared OMol25 entry of this formula, charge and spin): 485.9 kJ/mol
- Orbital gap (alpha / beta): 8.9 / 9.5 eV
- DFT total energy: -682.45452 Eh
- E_LUMO (alpha / beta): -1.5 / -1.3 eV

```
11
Properties=species:S:1:pos:R:3:forces:R:3:lowdin_charge:R:1
C -0.682 1.747 0.059 0.47 -2.16 0.66 0.05
C 1.204 -1.128 -0.139 0.73 2.31 1.84 -0.18
N 0.178 -0.439 -0.794 -1.47 1.05 0.08 -0.08
O -2.223 -0.170 -0.684 -1.81 -0.57 0.27 -0.30
O -0.987 -0.469 1.539 -0.52 -0.01 -0.17 -0.30
S -1.134 0.002 0.197 2.71 2.28 -1.74 0.52
H 0.251 2.074 0.438 0.73 -0.13 1.08 0.03
H -0.982 2.407 -0.701 -1.14 0.14 -1.16 0.03
H 0.982 -2.124 -0.209 -0.91 -2.98 0.22 0.07
H 2.141 -1.076 -0.641 0.84 0.64 -0.44 0.08
H 1.250 -0.824 0.936 0.37 -0.56 -0.66 0.10
```
Forces are in eV/Å.